1.
Entry from the Open Molecules 2025 dataset: the molecule C9H12N2O2 (the ωB97M-V functional and the def2-TZVPD basis).

Geometry (Å):
1 C -3.554 1.662 1.935
2 C -3.556 1.763 0.393
3 C -3.079 0.540 -0.362
4 C -0.859 -0.027 -0.913
5 C 0.539 -0.270 -0.355
6 C 1.310 -1.069 -1.155
7 C 3.099 -0.834 0.220
8 C 4.500 -1.208 0.527
9 C 2.377 0.080 1.019
10 H -4.069 0.660 2.149
11 H -4.019 2.573 2.438
12 H -2.512 1.481 2.478
13 H -4.641 1.763 -0.019
14 H -3.188 2.775 -0.084
15 H -3.401 -0.482 0.244
16 H -3.527 0.605 -1.554
17 H 0.949 -1.807 -1.957
18 H 5.105 -0.235 0.673
19 H 4.957 -1.659 -0.417
20 H 4.656 -1.885 1.402
21 H 2.608 0.691 1.855
22 N 2.617 -1.544 -0.777
23 N 1.067 0.308 0.794
24 O -1.553 0.770 -0.081
25 O -1.368 -0.726 -1.817

Results
* SMILES: CCCOC(=O)c1cnc(C)cn1
* maximum force: 5.15 eV/Å
* calculated total energy: -16599.654 eV
* E_HOMO: -9.9 eV
* ΔE to the lowest compared entry with this formula, charge and spin: 2.662 eV
* charge: 0
* LUMO level: -0.08 eV

---

2.
Entry from the Open Molecules 2025 dataset: the ion C9H12N2O2 with charge +2 (the ωB97M-V functional and the def2-TZVPD basis).

Geometry (Å):
1 C -3.869 -1.909 0.801
2 C -3.904 -0.809 0.298
3 C -0.851 0.773 0.600
4 C 0.517 0.385 0.409
5 C 0.578 0.080 -0.927
6 C 1.751 0.450 1.294
7 C 1.787 -0.379 -1.638
8 C 2.896 -0.683 -0.523
9 C -3.757 0.598 0.001
10 N -1.373 0.679 -0.585
11 N 2.905 0.348 0.422
12 O -0.581 0.266 -1.480
13 O -2.722 0.997 -0.910
14 H -3.959 -2.833 1.182
15 H -1.431 1.135 1.419
16 H 1.732 1.370 1.890
17 H 1.706 -0.393 2.007
18 H 1.634 -1.274 -2.311
19 H 2.139 0.293 -2.340
20 H 2.769 -1.505 0.117
21 H 3.781 -0.903 -1.030
22 H -3.629 1.050 0.899
23 H -4.668 0.886 -0.636
24 H 2.903 1.272 -0.043
25 H 3.648 0.109 1.082

Results
* SMILES: C#CCO[n+]1cc2c(o1)CC[NH2+]C2
* maximum force: 6.30 eV/Å
* calculated total energy: -16578.602 eV
* E_HOMO: -16.5 eV
* ΔE to the lowest compared entry with this formula, charge and spin: 3.439 eV
* charge: +2
* LUMO level: -7.57 eV

---

3.
Entry from the Open Molecules 2025 dataset: a cluster of 2 separate species, C9H12N2O2S in total (the ωB97M-V functional and the def2-TZVPD basis).

Geometry (Å):
1 C -1.032 -0.020 1.038
2 C -0.088 0.923 1.161
3 C -1.888 -0.076 -0.138
4 C 1.407 -1.865 -0.174
5 C -2.089 1.214 -0.900
6 C -0.073 3.055 -0.608
7 C -0.592 1.682 -1.187
8 C 0.183 1.765 0.082
9 C 1.079 -3.264 0.313
10 N -2.693 -1.087 -0.220
11 N 2.244 -1.033 0.543
12 O 1.130 -1.501 -1.289
13 O 3.648 0.899 0.926
14 S 3.007 0.293 -0.222
15 H -1.220 -0.685 1.887
16 H 0.405 1.009 2.043
17 H -2.822 1.194 -1.665
18 H -2.396 1.996 -0.070
19 H 0.738 3.505 -1.202
20 H -0.731 3.783 -0.135
21 H -0.171 1.292 -2.114
22 H 0.030 -3.286 0.705
23 H 1.115 -3.892 -0.601
24 H 1.782 -3.628 0.981
25 H -3.523 -0.977 -0.715
26 H 2.551 -1.296 1.562

Results
* maximum force: 4.60 eV/Å
* calculated total energy: -27432.886 eV
* E_HOMO (alpha / beta): -7.7 / -8.3 eV
* ΔE to the lowest compared entry with this formula, charge and spin: 5.295 eV
* charge: 0
* LUMO level (alpha / beta): -0.75 / -0.65 eV

---

4.
Entry from the Open Molecules 2025 dataset: a cluster of 2 separate species, C9H12N2O3S in total (the ωB97M-V functional and the def2-TZVPD basis).

Geometry (Å):
1 C -0.567 -2.525 -0.176
2 C -0.486 -1.748 -1.281
3 C -0.438 -1.879 1.097
4 C -0.468 -0.347 -1.141
5 C -0.490 -0.502 1.223
6 C -0.501 0.241 0.050
7 C -1.721 2.408 0.465
8 C -2.871 1.765 0.761
9 C -0.482 1.713 0.145
10 N 0.502 2.493 -0.074
11 N 5.224 -0.054 -0.782
12 O -1.546 3.789 0.496
13 O 3.144 1.114 0.158
14 O 2.979 -1.253 0.029
15 S 3.934 -0.278 0.462
16 H -0.839 -3.585 -0.317
17 H -0.708 -2.063 -2.351
18 H -0.628 -2.633 2.005
19 H -0.559 0.275 -1.986
20 H -0.482 0.061 2.170
21 H -2.924 0.685 0.581
22 H 3.669 1.771 -0.194
23 H -3.802 2.365 0.767
24 H -0.679 3.837 0.086
25 H 1.338 1.946 -0.015
26 H 4.927 -0.242 -1.742
27 H 5.879 -0.825 -0.575

Results
* maximum force: 3.75 eV/Å
* calculated total energy: -29482.966 eV
* E_HOMO: -8.8 eV
* ΔE to the lowest compared entry with this formula, charge and spin: 3.871 eV
* charge: 0
* LUMO level: 0.56 eV

---

5.
Entry from the Open Molecules 2025 dataset: a structure of composition C9H12N2O4SSn (the ωB97M-V functional and the def2-TZVPD basis).

Geometry (Å):
1 Sn -0.086 0.488 -1.622
2 C -0.124 2.133 0.587
3 O -0.237 2.830 1.483
4 C -0.097 2.990 -2.685
5 O -0.102 4.055 -3.088
6 C -2.652 0.667 -1.613
7 O -3.777 0.794 -1.479
8 C 2.456 0.691 -1.622
9 O 3.581 0.796 -1.456
10 C -0.087 -1.159 -3.432
11 H 0.833 -1.745 -3.436
12 H -1.007 -1.745 -3.426
13 C -0.089 0.184 -3.915
14 H -1.008 0.635 -4.316
15 H 0.827 0.637 -4.318
16 C 1.445 0.099 2.872
17 N 1.262 -0.895 1.802
18 C 0.064 -1.197 1.268
19 S -0.061 -1.732 -0.391
20 N -1.070 -1.102 1.995
21 C -1.148 -1.471 3.415
22 H 2.038 -0.354 3.676
23 H 0.484 0.425 3.277
24 H 1.985 0.974 2.494
25 H 2.045 -0.979 1.144
26 H -1.918 -1.320 1.464
27 H -1.692 -0.692 3.960
28 H -1.709 -2.407 3.513
29 H -0.157 -1.599 3.848

Results
* maximum force: 4.21 eV/Å
* calculated total energy: -37344.841 eV
* E_HOMO: -15.0 eV
* ΔE to the lowest compared entry with this formula, charge and spin: 0.534 eV
* charge: +2
* LUMO level: -8.16 eV

---

6.
Entry from the Open Molecules 2025 dataset: the ion C9H12N3O with charge +1 (the ωB97M-V functional and the def2-TZVPD basis).

Geometry (Å):
1 C -1.499 -2.300 -1.640
2 C -0.260 -2.841 -1.345
3 C -1.784 -1.027 -1.223
4 C 0.645 -2.125 -0.587
5 C -0.928 -0.272 -0.358
6 C 0.349 -0.868 -0.031
7 C -1.282 1.168 -0.225
8 C 1.314 -0.212 0.866
9 C -0.133 2.114 -0.586
10 N 1.977 0.536 3.051
11 N 1.053 0.128 2.107
12 N 1.061 1.835 -0.280
13 O -0.620 3.164 -1.295
14 H -2.191 -2.878 -2.363
15 H 0.084 -3.786 -1.558
16 H -2.751 -0.685 -1.656
17 H 1.645 -2.430 -0.252
18 H -2.065 1.545 -0.966
19 H -1.672 1.316 0.749
20 H 2.289 -0.283 0.363
21 H 1.638 0.957 3.892
22 H 2.806 0.922 2.638
23 H 1.687 2.543 -0.686
24 H 0.063 -0.040 2.350
25 H -1.426 3.517 -0.965

Results
* SMILES: [H]/N=C(\O)Cc1ccccc1/C=[NH+]/N
* maximum force: 3.33 eV/Å
* calculated total energy: -16036.637 eV
* E_HOMO: -12.8 eV
* ΔE to the lowest compared entry with this formula, charge and spin: 3.006 eV
* charge: +1
* LUMO level: -3.62 eV

---

7.
Entry from the Open Molecules 2025 dataset: a cluster of 2 separate species, C9H12N3O in total (the ωB97M-V functional and the def2-TZVPD basis).

Geometry (Å):
1 C 2.836 1.101 -3.651
2 C -1.302 -1.598 2.635
3 C -0.433 -1.768 1.594
4 C -2.080 -0.474 2.581
5 C -1.015 0.077 0.449
6 C 3.892 1.806 -3.654
7 C 1.622 0.521 -3.504
8 C -3.158 0.024 3.469
9 C 1.172 -0.106 -2.327
10 N -0.232 -1.092 0.535
11 N -1.871 0.413 1.557
12 N 1.841 -0.363 -1.226
13 O -1.029 0.798 -0.520
14 H -1.384 -2.311 3.436
15 H 0.346 -2.508 1.679
16 H 4.789 1.598 -4.207
17 H 3.828 2.723 -3.265
18 H -3.020 -0.406 4.478
19 H -3.420 1.140 3.557
20 H -4.020 -0.409 2.967
21 H 0.007 -0.315 -2.452
22 H 0.798 0.560 -4.073
23 H 1.289 -0.652 -0.394
24 H 2.781 -0.095 -1.161
25 H -2.237 1.334 1.497

Results
* maximum force: 4.33 eV/Å
* calculated total energy: -16036.742 eV
* E_HOMO: -12.4 eV
* ΔE to the lowest compared entry with this formula, charge and spin: 2.902 eV
* charge: +1
* LUMO level: -4.36 eV

---

8.
Entry from the Open Molecules 2025 dataset: a structure of composition C9H12N3S (the ωB97M-V functional and the def2-TZVPD basis).

Geometry (Å):
1 C 4.469 0.387 0.357
2 C 3.555 1.427 0.181
3 C 4.075 -0.959 0.072
4 C 2.208 1.133 -0.013
5 C 2.760 -1.216 -0.180
6 C 1.844 -0.200 -0.116
7 C -2.920 1.174 -0.545
8 C -1.497 -0.173 0.640
9 C -3.822 -1.268 0.267
10 N -1.948 1.849 0.076
11 N -1.181 1.101 0.720
12 N -2.737 -0.359 -0.237
13 S 0.306 -0.541 -0.857
14 H 5.485 0.729 0.624
15 H 3.765 2.574 0.219
16 H 4.709 -1.820 -0.069
17 H 1.535 1.927 -0.111
18 H 2.465 -2.159 -0.361
19 H -3.969 1.485 -0.138
20 H -2.939 1.229 -1.652
21 H -1.355 -0.995 1.341
22 H -3.458 -2.243 0.409
23 H -4.280 -0.997 1.164
24 H -4.568 -1.253 -0.564
25 H -2.500 -0.831 -1.227

Results
* maximum force: 6.31 eV/Å
* calculated total energy: -24821.644 eV
* E_HOMO (alpha / beta): -12.2 / -12.2 eV
* ΔE to the lowest compared entry with this formula, charge and spin: 4.649 eV
* charge: +1
* LUMO level (alpha / beta): -5.30 / -5.30 eV

---

9.
Entry from the Open Molecules 2025 dataset: a structure of composition C9H12N3SSeTl (the ωB97M-V functional and the def2-TZVPD basis).

Geometry (Å):
1 Tl 0.253 0.095 -1.621
2 S -0.711 -1.725 0.464
3 C -2.258 -1.203 0.988
4 N -3.235 -0.904 0.137
5 C -4.530 -0.334 0.520
6 C -4.398 0.363 1.859
7 C -3.759 -0.570 2.866
8 N -2.521 -1.109 2.300
9 H -2.972 -0.857 -0.832
10 H -5.285 -1.120 0.560
11 H -4.810 0.382 -0.249
12 H -5.375 0.683 2.212
13 H -3.770 1.247 1.731
14 H -4.441 -1.378 3.132
15 H -3.509 -0.028 3.776
16 H -1.768 -1.381 2.906
17 Se -2.279 1.434 -1.513
18 C -1.952 2.678 -2.929
19 C -0.737 3.343 -3.098
20 C -0.598 4.273 -4.122
21 N -1.569 4.590 -4.980
22 C -2.729 3.947 -4.819
23 C -2.966 3.000 -3.832
24 H 0.089 3.166 -2.428
25 H 0.343 4.803 -4.250
26 H -3.517 4.207 -5.522
27 H -3.929 2.513 -3.760

Results
* maximum force: 0.41 eV/Å
* calculated total energy: -94874.246 eV
* E_HOMO: -7.7 eV
* charge: 0
* LUMO level: 0.08 eV

---

10.
Entry from the Open Molecules 2025 dataset: the molecule C9H12N4 (the ωB97M-V functional and the def2-TZVPD basis).

Geometry (Å):
1 C 3.561 0.451 -0.372
2 C 1.827 1.070 0.825
3 C 1.657 -0.189 0.212
4 C -0.656 1.719 0.366
5 C -0.782 -0.712 0.434
6 C -0.871 2.913 0.699
7 C -1.826 -1.420 0.873
8 C 0.904 -2.406 0.068
9 C -1.315 0.579 -1.632
10 N 2.702 -0.543 -0.566
11 N 3.058 1.464 0.342
12 N 0.534 -1.018 0.382
13 N -1.081 0.637 -0.195
14 H 4.595 0.354 -0.584
15 H -1.934 3.400 0.683
16 H -0.106 3.608 1.012
17 H -2.700 -0.947 1.157
18 H -1.690 -2.316 1.391
19 H 0.635 -3.090 0.929
20 H 0.553 -2.902 -0.863
21 H 1.939 -2.368 0.023
22 H -0.653 1.313 -2.235
23 H -1.019 -0.458 -1.907
24 H -2.458 0.618 -1.861
25 H 3.512 2.211 0.676

Results
* maximum force: 5.06 eV/Å
* calculated total energy: -15481.288 eV
* E_HOMO (alpha / beta): -7.0 / -7.0 eV
* ΔE to the lowest compared entry with this formula, charge and spin: 6.603 eV
* charge: 0
* LUMO level (alpha / beta): 0.06 / 0.06 eV

---

11.
Entry from the Open Molecules 2025 dataset: the ion C9H12N5 with charge +1 (the ωB97M-V functional and the def2-TZVPD basis).

Geometry (Å):
1 C 3.173 -1.112 -0.725
2 C 1.842 -0.669 -0.817
3 C 3.986 -0.734 0.286
4 C 2.610 1.004 0.734
5 C 1.515 0.401 0.072
6 C -1.954 -1.631 0.102
7 C -3.266 -1.237 0.731
8 C -0.868 0.321 -0.919
9 C 0.177 1.052 -0.129
10 N 3.716 0.363 1.074
11 N -1.000 -1.081 -0.531
12 N -3.322 -0.112 1.304
13 N -1.989 1.089 -0.946
14 N -0.229 2.084 0.581
15 H 3.609 -1.840 -1.429
16 H 1.107 -1.005 -1.521
17 H 4.902 -1.305 0.327
18 H 2.560 1.975 1.256
19 H -1.933 -2.776 -0.074
20 H -4.106 -2.043 0.936
21 H -0.358 0.320 -1.929
22 H -2.698 0.613 -1.550
23 H -2.428 1.066 0.003
24 H -1.159 2.419 0.360
25 H 0.311 2.821 1.078
26 H -4.198 0.017 1.724

Results
* SMILES: [H]/N=C/C=N\[C@@H](N)C(=[NH2+])c1cccnc1
* maximum force: 4.11 eV/Å
* calculated total energy: -16968.724 eV
* E_HOMO: -13.0 eV
* ΔE to the lowest compared entry with this formula, charge and spin: 2.646 eV
* charge: +1
* LUMO level: -4.84 eV

---

12.
Entry from the Open Molecules 2025 dataset: the molecule C9H12NP (the ωB97M-V functional and the def2-TZVPD basis).

Geometry (Å):
1 C -1.116 -2.126 0.373
2 C -0.417 2.000 0.508
3 C 0.908 1.481 0.283
4 C -0.168 -1.329 0.620
5 C -1.583 1.314 0.578
6 C -3.460 0.949 -1.004
7 C 3.780 -0.383 -0.496
8 C -2.792 0.789 0.418
9 C 2.672 -0.752 0.429
10 N -2.070 -2.929 0.321
11 P 0.941 -0.244 -0.127
12 H -0.302 3.117 0.801
13 H 1.775 2.031 0.063
14 H -2.633 1.452 -1.670
15 H -4.327 1.522 -1.139
16 H -3.621 0.001 -1.470
17 H 3.934 0.690 -0.549
18 H 4.676 -0.939 -0.082
19 H 3.514 -0.698 -1.474
20 H -2.067 -3.878 0.553
21 H -3.071 0.156 1.260
22 H 2.813 -0.376 1.545
23 H 2.615 -1.849 0.260

Results
* maximum force: 4.41 eV/Å
* calculated total energy: -20299.744 eV
* E_HOMO (alpha / beta): -7.5 / -7.6 eV
* ΔE to the lowest compared entry with this formula, charge and spin: 5.763 eV
* charge: 0
* LUMO level (alpha / beta): -1.16 / -0.80 eV

---

Repeat the tenth record exactly.
Entry from the Open Molecules 2025 dataset: the molecule C9H12N4 (the ωB97M-V functional and the def2-TZVPD basis).

Geometry (Å):
1 C 3.561 0.451 -0.372
2 C 1.827 1.070 0.825
3 C 1.657 -0.189 0.212
4 C -0.656 1.719 0.366
5 C -0.782 -0.712 0.434
6 C -0.871 2.913 0.699
7 C -1.826 -1.420 0.873
8 C 0.904 -2.406 0.068
9 C -1.315 0.579 -1.632
10 N 2.702 -0.543 -0.566
11 N 3.058 1.464 0.342
12 N 0.534 -1.018 0.382
13 N -1.081 0.637 -0.195
14 H 4.595 0.354 -0.584
15 H -1.934 3.400 0.683
16 H -0.106 3.608 1.012
17 H -2.700 -0.947 1.157
18 H -1.690 -2.316 1.391
19 H 0.635 -3.090 0.929
20 H 0.553 -2.902 -0.863
21 H 1.939 -2.368 0.023
22 H -0.653 1.313 -2.235
23 H -1.019 -0.458 -1.907
24 H -2.458 0.618 -1.861
25 H 3.512 2.211 0.676

Results
* maximum force: 5.06 eV/Å
* calculated total energy: -15481.288 eV
* E_HOMO (alpha / beta): -7.0 / -7.0 eV
* ΔE to the lowest compared entry with this formula, charge and spin: 6.603 eV
* charge: 0
* LUMO level (alpha / beta): 0.06 / 0.06 eV